Record 1
{
  "formula": "CH3NO2S",
  "method": "ωB97M-V/def2-TZVPD",
  "elements": ["O", "C", "O", "H", "S", "H", "H", "N"],
  "positions_angstrom": [[2.909026, -0.261884, -0.725586], [-1.949611, 0.684022, -0.123847], [0.257226, -0.411039, -0.279716], [-2.676762, -0.076225, -0.221054], [2.145717, -0.408577, 0.503392], [-2.361747, 1.652188, 0.125174], [2.337071, -1.834435, 0.785330], [-0.660920, 0.655951, -0.063694]],
  "atomic_forces_ev_per_a": [[0.90, 0.72, -1.97], [2.45, 0.83, 0.85], [-6.93, 3.14, -0.67], [-0.12, -1.34, -0.53], [3.08, -2.34, 3.35], [0.11, 0.25, -0.07], [-0.51, 1.58, 0.09], [1.01, -2.84, -1.06]],
  "lowdin_charge": [-0.60, 0.01, -0.29, 0.07, 0.80, 0.07, -0.03, -0.02],
  "multiplicity": 3,
  "max_force_ev_per_a": 7.6,
  "lumo_ev": [0.534, -2.627],
  "relative_energy_kcal_mol": 83.6
}

Record 2
{
  "formula": "CH3NO2S",
  "method": "ωB97M-V/def2-TZVPD",
  "elements": ["H", "H", "N", "H", "S", "C", "O", "O"],
  "positions_angstrom": [[-2.080870, -0.952130, 1.189300], [-0.925998, 1.312946, 0.117505], [1.602944, 0.051992, 0.023045], [-0.526983, 0.550644, -1.396193], [-1.342722, -1.112920, -0.025277], [-0.776494, 0.412207, -0.404750], [2.487737, 0.887908, 0.240611], [1.562388, -1.150646, 0.255756]],
  "atomic_forces_ev_per_a": [[1.01, 0.17, -1.59], [-0.28, 0.62, 0.98], [3.94, -1.29, 0.81], [0.69, -0.02, -1.98], [-1.60, -0.78, 1.64], [-1.53, 0.20, 0.88], [-2.52, -1.92, -0.30], [0.28, 3.03, -0.44]],
  "lowdin_charge": [-0.07, 0.01, -0.20, -0.02, 0.72, -0.53, 0.08, 0.02],
  "multiplicity": 3,
  "max_force_ev_per_a": 4.2,
  "lumo_ev": [-0.171, -2.319],
  "relative_energy_kcal_mol": 64.7
}

Record 3
{
  "formula": "CH3NO3",
  "method": "ωB97M-V/def2-TZVPD",
  "elements": ["N", "O", "H", "O", "O", "H", "H", "C"],
  "positions_angstrom": [[0.747805, 1.136313, -0.530282], [-0.476773, -1.810551, 0.999520], [0.644804, 1.604386, -1.434621], [0.398085, -0.782024, 0.589743], [-1.415262, 0.292482, -0.483872], [1.593399, 0.791091, -0.183707], [-1.363491, -1.435492, 1.212951], [-0.128567, 0.203796, -0.169732]],
  "atomic_forces_ev_per_a": [[-0.20, -0.19, -0.04], [-0.46, -0.31, 0.00], [0.08, -0.42, 0.82], [0.19, 0.70, 0.06], [5.95, -1.08, 1.76], [2.41, 0.49, -0.21], [0.69, 0.61, -0.52], [-8.66, 0.21, -1.87]],
  "lowdin_charge": [0.19, 0.03, 0.15, -0.01, -0.03, 0.09, 0.12, -0.53],
  "max_force_ev_per_a": 8.9,
  "smiles": "NC(=O)OO",
  "lumo_ev": 0.727,
  "relative_energy_kcal_mol": 37.5
}